1.
Entry from OMol25: the ion C6H18N4 with charge +2 in a non-equilibrium geometry (wB97M-V/def2-TZVPD).

Results
- M (g mol⁻¹) = 146.238
- relative energy (zero: lowest compared OMol25 entry of this formula, charge and spin) (eV) = 3.834
- HOMO-LUMO gap (eV) = 8.73
- HOMO level (Eh) = -0.5835
- electronic energy (eV) = -12454.410

The geometry in ORCA input format:
```
! RIJCOSX wB97M-V def2-TZVPD def2/J DEFGRID3
* xyz 2 1
C -1.74184 1.13478 0.03266
C -0.62226 2.14081 -0.27040
C 1.13158 0.26737 -0.49018
C 0.54829 -1.03082 0.00530
C 2.69600 0.20697 -0.49761
C 0.53359 -1.23604 1.44144
N -1.52007 -0.14920 -0.70716
N 0.55550 -2.00791 -0.87269
N 0.68732 1.46377 0.21214
N -2.69706 -0.99958 -0.32123
H -1.91616 0.92760 1.11211
H -2.57080 1.60115 -0.43941
H -0.67159 2.34691 -1.29227
H -0.56527 3.17562 0.13470
H 0.80828 0.38832 -1.59030
H 2.92677 -0.45097 -1.39186
H 3.19530 0.00996 0.49519
H 3.12193 1.15739 -0.96916
H 0.11600 -0.43143 2.03041
H 1.57680 -1.33477 1.70642
H 0.16330 -2.13962 1.87677
H 1.10114 -1.98509 -1.72523
H 0.13582 -2.88983 -0.59486
H 1.43063 2.18029 0.19698
H 0.52204 1.38787 1.17456
H -2.54328 -1.94813 -0.63085
H -3.52267 -0.84380 -0.95312
H -2.81941 -0.67190 0.73843
*
```

Okay, here come the Löwdin numbers, in e, for every atom:
1 C -0.232
2 C -0.039
3 C -0.308
4 C -0.312
5 C 0.000
6 C 0.021
7 N -0.114
8 N 0.221
9 N 0.100
10 N 0.117
11 H 0.121
12 H 0.112
13 H 0.116
14 H 0.163
15 H 0.189
16 H 0.113
17 H 0.118
18 H 0.122
19 H 0.095
20 H 0.121
21 H 0.109
22 H 0.153
23 H 0.152
24 H 0.195
25 H 0.139
26 H 0.141
27 H 0.182
28 H 0.205

***

2.
Entry from OMol25: the ion C8H9NO3P with charge -1 in a non-equilibrium geometry (wB97M-V/def2-TZVPD).

Results
- M (g mol⁻¹) = 198.138
- relative energy (zero: lowest compared OMol25 entry of this formula, charge and spin) (eV) = 1.770
- HOMO-LUMO gap (eV) = 7.96
- HOMO level (Eh) = -0.1728
- electronic energy (eV) = -25364.739

The geometry in ORCA input format:
```
! RIJCOSX wB97M-V def2-TZVPD def2/J DEFGRID3
* xyz -1 1
C 1.87729 0.42748 -2.20398
C 2.08659 1.49120 -1.38098
C 1.11034 -0.69141 -1.87534
C 1.47754 1.53632 -0.08070
C 0.52084 -0.59550 -0.62430
C 0.71455 0.42929 0.24528
C -0.46981 -1.64832 -0.09667
C -0.65357 -0.30040 1.72942
N -0.38541 -1.55173 1.36117
O -2.30497 1.41830 2.90221
O -2.26099 1.23794 0.34994
O -3.33393 -0.68113 1.71154
P -2.31665 0.45172 1.77980
H 2.45889 0.51823 -3.08301
H 2.47738 2.42670 -1.79838
H 0.82713 -1.54557 -2.51558
H 1.74303 2.32587 0.66564
H -1.44468 -1.40422 -0.40921
H -0.36631 -2.54134 -0.63499
H -0.10458 0.04503 2.60906
H -2.08251 0.57057 -0.34684
H 0.42982 -1.91903 1.69591
*
```

Okay, here come the Löwdin numbers, in e, for every atom:
1 C -0.146
2 C -0.125
3 C -0.044
4 C -0.064
5 C -0.252
6 C -0.034
7 C -0.133
8 C -0.198
9 N -0.060
10 O -0.364
11 O -0.203
12 O -0.394
13 P 0.222
14 H 0.075
15 H 0.093
16 H 0.109
17 H 0.103
18 H 0.091
19 H 0.095
20 H 0.093
21 H 0.048
22 H 0.089

***

3.
Entry from OMol25: a cluster of 4 separate species, C3H14O4S in total in a non-equilibrium geometry (wB97M-V/def2-TZVPD).

Results
- M (g mol⁻¹) = 146.208
- relative energy (zero: lowest compared OMol25 entry of this formula, charge and spin) (eV) = 1.270
- HOMO-LUMO gap (eV) = 9.63
- HOMO level (Eh) = -0.3322
- electronic energy (eV) = -22362.232

The geometry in ORCA input format:
```
! RIJCOSX wB97M-V def2-TZVPD def2/J DEFGRID3
* xyz 0 1
O 0.51256 0.65666 2.24739
C 0.19795 0.65108 0.84048
C 1.35877 0.38865 -0.06665
C 1.74783 1.58838 -0.91772
S 0.87811 1.68307 -2.51076
H 1.02812 1.42230 2.45777
H -0.69575 0.01678 0.84806
H -0.31325 1.60746 0.62637
H 2.18096 0.30479 0.64871
H 1.23282 -0.54593 -0.61621
H 2.78692 1.74113 -1.20764
H 1.58275 2.50764 -0.32658
H 1.68619 2.57167 -3.14764
O -3.06898 -3.86578 2.27451
H -3.88764 -4.13771 2.64437
H -2.47734 -3.49541 2.95453
O 1.43015 -2.56118 -4.11109
H 0.83854 -3.28573 -4.37504
H 1.04099 -1.77760 -4.51579
O -2.87833 1.41462 1.76366
H -2.17995 0.91997 2.17790
H -3.00142 2.19515 2.31135
*
```

Okay, here come the Löwdin numbers, in e, for every atom:
1 O -0.077
2 C -0.281
3 C -0.241
4 C -0.586
5 S 0.675
6 H 0.068
7 H 0.115
8 H 0.114
9 H 0.117
10 H 0.116
11 H 0.060
12 H 0.075
13 H -0.144
14 O -0.054
15 H 0.008
16 H 0.046
17 O -0.074
18 H 0.039
19 H 0.027
20 O -0.046
21 H 0.002
22 H 0.039

***

4.
Entry from OMol25: a cluster of 2 separate species, C25H50N4O11P2 in total in a non-equilibrium geometry (wB97M-V/def2-TZVPD).

Results
- M (g mol⁻¹) = 644.640
- HOMO-LUMO gap (eV) = 4.05
- HOMO level (Eh) = -0.2230
- electronic energy (eV) = -73795.859

The geometry in ORCA input format:
```
! RIJCOSX wB97M-V def2-TZVPD def2/J DEFGRID3
* xyz 0 1
C 3.02729 -1.36950 2.25538
C 4.42609 -0.70247 2.05814
C 5.53475 -1.80625 1.82021
C 6.10435 -1.77554 0.36342
C 5.37368 -2.79944 -0.58780
C 4.71920 -2.11262 -1.82148
C 3.46812 -2.93733 -2.27607
C 2.33224 -2.68586 -1.24245
C 0.91875 -2.46234 -1.85289
C 0.45823 -0.98271 -1.87264
C 1.50733 -0.20683 -2.78978
O 0.87860 0.65391 -3.74546
C 0.93240 0.16091 -5.03894
C -0.32386 -0.41622 -5.69215
O 1.94082 0.23222 -5.63832
C 0.33829 -0.35835 -0.47625
C -0.72407 0.78778 -0.45958
C -0.80046 1.29601 1.00094
C -1.74950 0.44043 1.88341
O -1.65323 1.00375 3.18756
C -2.81263 0.74343 3.90614
O -2.73539 0.02387 4.82534
C -4.13800 1.40036 3.55019
C -5.15305 0.26247 3.18094
O -0.38011 1.71043 -1.46383
C 0.30855 2.90149 -1.07280
C 1.75531 2.71034 -0.56073
N -2.03369 0.07668 -0.74433
P -3.25953 1.13965 -1.57383
N -3.17530 2.72775 -0.94836
O -2.75304 1.32086 -3.15546
C -1.83181 -0.96966 -1.63106
N -2.54749 -2.06965 -1.51006
P -3.76641 -2.36405 -0.30805
O -4.44413 -3.58346 -0.70882
O -2.95251 -2.64514 1.05237
O -4.82009 -1.17850 -0.16798
N -0.86504 -0.90293 -2.61413
H 2.24442 -0.66830 1.92342
H 2.95073 -2.31621 1.70209
H 2.87587 -1.57970 3.32527
H 4.40872 -0.07499 1.14950
H 4.68041 -0.08664 2.93073
H 5.05058 -2.76774 2.05164
H 6.34369 -1.67308 2.55425
H 6.02762 -0.74961 -0.01969
H 7.14295 -2.12918 0.44444
H 6.09230 -3.55658 -0.93696
H 4.63264 -3.31460 0.04648
H 5.46002 -2.01959 -2.63100
H 4.41464 -1.09536 -1.51622
H 3.81500 -3.98426 -2.28846
H 3.20763 -2.68677 -3.31589
H 2.62008 -1.86677 -0.56861
H 2.26165 -3.59848 -0.62770
H 0.14833 -3.09082 -1.37153
H 0.96986 -2.78949 -2.91224
H 2.23755 0.35007 -2.18936
H 2.08683 -0.93528 -3.38040
H -1.17052 0.28132 -5.58711
H -0.60631 -1.39320 -5.27538
H -0.14345 -0.55328 -6.76444
H 1.33507 -0.01360 -0.17823
H 0.04137 -1.10919 0.28255
H 0.17332 1.24138 1.51466
H -1.14667 2.33091 1.12873
H -2.79068 0.63952 1.56333
H -1.49713 -0.63053 1.86563
H -4.52535 2.07270 4.32488
H -4.03791 2.01639 2.64104
H -5.15852 0.08250 2.08768
H -6.18481 0.49367 3.46524
H -4.79324 -0.67736 3.63260
H 0.42383 3.48588 -2.00146
H -0.27372 3.56888 -0.41433
H 1.82810 2.08622 0.33940
H 2.12169 3.71234 -0.28380
H 2.43212 2.32240 -1.33294
H -3.87906 2.84033 -0.21390
H -2.29012 2.95879 -0.49726
H -2.22147 2.13928 -3.14953
H -2.36379 -2.83379 -2.15389
H -3.44371 -2.22845 1.78761
H -5.66120 -1.63200 0.04161
H -0.90743 -1.75218 -3.17873
C -3.08110 5.12514 4.82579
C -4.59332 5.15343 4.52382
O -5.25339 6.01751 5.12385
O -4.98517 4.28618 3.69441
H -2.80678 5.89542 5.54681
H -2.80127 4.15007 5.23586
H -2.51553 5.29325 3.90491
*
```

Okay, here come the Löwdin numbers, in e, for every atom:
1 C -0.106
2 C -0.225
3 C -0.202
4 C -0.185
5 C -0.190
6 C -0.201
7 C -0.188
8 C -0.170
9 C -0.118
10 C -0.332
11 C -0.073
12 O -0.033
13 C -0.511
14 C 0.028
15 O 0.165
16 C -0.031
17 C -0.437
18 C -0.063
19 C -0.180
20 O -0.015
21 C -0.494
22 O 0.164
23 C -0.126
24 C -0.070
25 O -0.111
26 C -0.209
27 C -0.045
28 N -0.088
29 P 0.928
30 N -0.094
31 O -0.276
32 C -0.413
33 N 0.130
34 P 0.419
35 O -0.239
36 O -0.092
37 O -0.148
38 N 0.179
39 H 0.045
40 H 0.054
41 H 0.081
42 H 0.084
43 H 0.101
44 H 0.094
45 H 0.101
46 H 0.097
47 H 0.101
48 H 0.111
49 H 0.092
50 H 0.115
51 H 0.094
52 H 0.115
53 H 0.097
54 H 0.089
55 H 0.119
56 H 0.119
57 H 0.123
58 H 0.121
59 H 0.113
60 H 0.090
61 H 0.071
62 H 0.093
63 H 0.110
64 H 0.145
65 H 0.128
66 H 0.125
67 H 0.105
68 H 0.120
69 H 0.116
70 H 0.096
71 H 0.041
72 H 0.082
73 H 0.068
74 H 0.135
75 H 0.117
76 H 0.064
77 H 0.095
78 H 0.075
79 H 0.060
80 H 0.018
81 H 0.054
82 H 0.153
83 H 0.094
84 H 0.118
85 H 0.123
86 C -0.058
87 C -0.797
88 O -0.073
89 O -0.133
90 H 0.053
91 H 0.048
92 H 0.049